{
  "formula": "C8H32Cs2O16P",
  "method": "ωB97M-V/def2-TZVPD",
  "species": ["Cs", "Cs", "P", "O", "O", "O", "O", "O", "H", "H", "O", "H", "H", "O", "H", "H", "O", "H", "H", "C", "C", "O", "O", "H", "H", "H", "H", "H", "H", "C", "C", "O", "O", "H", "H", "H", "H", "H", "H", "C", "C", "O", "O", "H", "H", "H", "H", "H", "H", "C", "C", "O", "O", "H", "H", "H", "H", "H", "H"],
  "positions_angstrom": [[0.4740, -0.6673, 3.4958], [2.0676, 1.2566, -2.9341], [0.2670, -0.0463, -0.0685], [-0.2885, 1.2148, 0.5956], [-0.1989, -0.1122, -1.5531], [-0.2585, -1.2888, 0.6773], [1.8062, 0.0631, -0.0468], [-1.2127, -3.2700, -1.2230], [-1.0714, -2.4992, -0.6282], [-0.7522, -3.0581, -2.0471], [3.7752, -0.6247, 1.7072], [3.0940, -0.3220, 1.0793], [3.9428, -1.5387, 1.4586], [-1.0714, 2.3443, -2.0762], [-1.2222, 2.8114, -1.2520], [-0.7061, 1.4595, -1.8010], [3.2452, -1.7955, -1.1771], [2.6293, -1.1065, -0.7948], [2.8617, -2.6342, -0.8956], [0.2127, -4.2794, 1.7586], [-0.7651, -3.8560, 2.8400], [-1.5824, -2.7648, 2.4536], [1.1413, -3.2558, 1.4938], [-0.3139, -4.6196, 0.8613], [0.7606, -5.1443, 2.1570], [-0.3083, -3.5927, 3.8024], [-1.4162, -4.7134, 3.0732], [-1.2301, -2.3190, 1.6538], [0.6327, -2.4728, 1.1278], [-2.3310, -1.3658, -4.2478], [-0.8783, -1.5332, -4.6455], [-0.0126, -1.8620, -3.5840], [-2.5701, -0.2602, -3.3995], [-2.7166, -2.2869, -3.8025], [-2.8450, -1.0898, -5.1767], [-0.5398, -0.5824, -5.0861], [-0.7659, -2.3205, -5.3910], [-0.0368, -1.2265, -2.8200], [-1.8769, -0.1874, -2.7185], [-2.4358, 3.5857, 1.6088], [-2.3244, 2.5885, 2.7407], [-2.2283, 1.2490, 2.3145], [-1.2889, 3.6818, 0.8324], [-2.6734, 4.5695, 2.0253], [-3.3148, 3.3124, 1.0012], [-3.1837, 2.7084, 3.4002], [-1.4035, 2.8827, 3.2760], [-1.5027, 1.2318, 1.6242], [-0.9002, 2.7887, 0.7478], [2.4271, 3.2920, -0.0223], [2.0582, 3.6463, 1.4127], [1.4449, 2.6167, 2.1444], [3.3311, 2.1919, -0.0155], [2.7937, 4.1486, -0.5881], [1.4991, 2.9391, -0.5006], [1.3922, 4.5264, 1.4119], [2.9286, 3.9960, 1.9745], [0.7199, 2.1684, 1.6577], [2.7220, 1.4223, 0.0876]],
  "homo_energy_ha": -0.2459,
  "mol_weight_g_mol": 681.112,
  "total_energy_ev": -51968.976,
  "total_charge": -1,
  "largest_force_ev_per_a": 1.50
}


{
  "formula": "H6IO3",
  "method": "ωB97M-V/def2-TZVPD",
  "species": ["I", "O", "H", "H", "O", "H", "H", "O", "H", "H"],
  "positions_angstrom": [[7.3024, 6.2000, 5.8584], [5.7392, 6.1048, 2.4279], [5.1718, 6.3243, 3.2649], [6.5845, 5.9990, 2.8904], [5.7723, 3.4639, 2.9269], [5.7757, 3.2551, 3.8874], [5.5068, 4.3770, 2.6742], [3.4562, 4.5252, 4.3562], [2.8841, 5.1911, 4.7185], [2.8231, 3.9926, 3.7193]],
  "homo_energy_ha": -0.1346,
  "mol_weight_g_mol": 180.949,
  "total_energy_ev": -14343.014,
  "total_charge": -1,
  "largest_force_ev_per_a": 3.50
}


{
  "formula": "C18H48N3O9",
  "method": "ωB97M-V/def2-TZVPD",
  "species": ["C", "C", "O", "N", "H", "H", "C", "H", "H", "H", "H", "H", "H", "C", "C", "O", "N", "H", "H", "C", "H", "H", "H", "H", "H", "H", "N", "O", "O", "O", "C", "C", "C", "O", "H", "H", "H", "H", "H", "H", "H", "H", "C", "C", "C", "O", "H", "H", "H", "H", "H", "H", "H", "H", "C", "C", "C", "O", "H", "H", "H", "H", "H", "H", "H", "H", "C", "C", "C", "O", "H", "H", "H", "H", "H", "H", "H", "H"],
  "positions_angstrom": [[2.6115, -0.7766, -3.1810], [1.7321, -2.0425, -3.5445], [2.0620, -2.7666, -4.4989], [0.4010, -2.3028, -2.8113], [0.2541, -3.1917, -2.2591], [0.1407, -1.4248, -2.3112], [-0.6667, -2.5803, -3.7016], [3.3175, -1.2379, -2.5272], [1.9669, -0.3469, -2.4084], [3.0403, -0.3606, -4.1603], [-0.6387, -3.4573, -4.2222], [-0.8581, -1.6884, -4.4389], [-1.6238, -2.6257, -3.0684], [-2.8968, 1.5291, -1.2131], [-3.3293, 2.5684, -2.0987], [-4.4435, 3.0666, -2.0642], [-2.2394, 3.1477, -3.1000], [-1.9109, 2.2398, -3.4846], [-2.6692, 3.8205, -3.6987], [-0.9741, 3.5300, -2.3371], [-2.2900, 0.7226, -1.6819], [-3.7315, 1.2871, -0.5359], [-2.1254, 1.7993, -0.4338], [-0.1408, 3.9191, -3.0364], [-0.4529, 2.8625, -1.8561], [-1.1656, 4.2315, -1.6664], [-0.0419, -0.4148, 0.1787], [-0.5213, -0.4851, -1.0007], [0.9668, -1.1538, 0.4069], [-0.6460, 0.2033, 0.9889], [0.4616, -0.6203, 4.8556], [0.7321, 0.0133, 3.4208], [1.8199, 1.1546, 3.5726], [1.2345, -0.9940, 2.5723], [0.0540, 0.2301, 5.5120], [1.3641, -1.0675, 5.2654], [-0.3762, -1.4345, 4.7502], [-0.2336, 0.5342, 3.1528], [1.8630, 1.4471, 2.6733], [2.6164, 0.7256, 4.0092], [1.2590, 1.9972, 4.1051], [1.4511, -0.5480, 1.7436], [1.2704, -5.0681, -1.7913], [1.8790, -3.9771, -0.9191], [3.2239, -3.4308, -1.3557], [1.0307, -2.9076, -0.9751], [1.9689, -5.8099, -1.9271], [0.7408, -4.6671, -2.8114], [0.2450, -5.4895, -1.4052], [2.1028, -4.1612, 0.0227], [4.0357, -4.1714, -1.3408], [3.6633, -2.5428, -0.6601], [3.0591, -3.1646, -2.4910], [1.4042, -2.2099, -0.4445], [-4.0939, -1.1694, 1.7219], [-2.6060, -0.7877, 1.7540], [-1.8396, -1.7934, 0.7864], [-2.3885, 0.4923, 1.4021], [-4.7268, -0.9075, 1.0825], [-4.4633, -0.4167, 2.5155], [-4.2614, -2.1564, 2.0828], [-2.2449, -0.7815, 2.5814], [-0.7919, -1.4269, 0.4767], [-2.2498, -2.0324, -0.1333], [-1.7003, -2.8443, 0.9986], [-1.4020, 0.7020, 1.3051], [0.8312, 4.5028, 3.2975], [1.3915, 4.6510, 1.8686], [1.2581, 3.2952, 1.0681], [0.4719, 5.4626, 1.1537], [0.7057, 5.4815, 3.9940], [1.5594, 3.9082, 4.0614], [-0.1249, 4.1632, 3.3275], [2.3678, 5.0766, 1.7443], [0.1964, 3.0093, 1.0637], [1.7100, 2.3488, 1.6182], [1.5355, 3.5427, 0.1592], [0.8689, 5.7709, 0.3018]],
  "homo_energy_ha": -0.3972,
  "mol_weight_g_mol": 450.594,
  "total_energy_ev": -42310.781,
  "total_charge": 1,
  "largest_force_ev_per_a": 16.74
}


{
  "formula": "C17H15NO3",
  "method": "ωB97M-V/def2-TZVPD",
  "species": ["C", "C", "N", "O", "O", "H", "H", "H", "H", "C", "C", "C", "C", "C", "O", "C", "C", "C", "C", "C", "C", "C", "C", "C", "C", "H", "H", "H", "H", "H", "H", "H", "H", "H", "H", "H"],
  "positions_angstrom": [[3.8843, -1.6799, 0.5641], [3.0316, -2.1928, -0.4895], [2.0862, -3.0911, -0.1665], [1.2983, -3.6058, -1.0005], [2.0491, -3.3893, 1.0688], [4.5827, -0.9724, 0.1039], [3.3172, -1.1522, 1.3470], [4.4704, -2.4655, 1.0662], [3.1539, -1.9237, -1.5310], [-2.6427, 1.9484, 4.1441], [-1.2498, 2.0466, 4.0204], [-0.6215, 1.7191, 2.8199], [-1.3721, 1.2799, 1.6967], [-0.7204, 0.9415, 0.4544], [-1.5806, 0.5187, -0.5135], [-1.1017, 0.1874, -1.7667], [0.2777, 0.2477, -2.0568], [0.6889, -0.1363, -3.3625], [-0.2463, -0.5394, -4.2982], [-1.6122, -0.5799, -3.9741], [-2.0436, -0.2176, -2.7035], [1.1450, 0.6611, -1.0307], [0.6456, 1.0188, 0.2120], [-2.7771, 1.1854, 1.8365], [-3.3938, 1.5151, 3.0397], [-3.1345, 2.2049, 5.0837], [-0.6446, 2.3806, 4.8632], [0.4611, 1.7946, 2.7239], [1.7555, -0.0944, -3.5852], [0.0746, -0.8279, -5.2992], [-2.3386, -0.8968, -4.7212], [-3.0942, -0.2426, -2.4268], [2.2148, 0.7118, -1.2353], [1.3059, 1.3627, 1.0067], [-3.3889, 0.8522, 0.9972], [-4.4799, 1.4311, 3.1127]],
  "homo_energy_ha": -0.2205,
  "mol_weight_g_mol": 281.311,
  "total_energy_ev": -25499.082,
  "largest_force_ev_per_a": 1.59
}


{
  "formula": "H5N4O",
  "method": "ωB97M-V/def2-TZVPD",
  "species": ["N", "N", "N", "N", "O", "H", "H", "H", "H", "H"],
  "positions_angstrom": [[0.6235, 0.3159, 1.3991], [-0.0670, -0.4915, 0.4150], [0.7008, -0.7859, -0.8402], [-1.4509, -0.0557, 0.1787], [-1.7204, -0.5412, -1.0989], [1.6404, 0.2066, 1.3995], [0.6532, 1.3730, 1.3484], [1.0182, 0.1300, -1.3750], [-0.0403, -1.1284, -1.4296], [-1.3573, 0.9771, 0.0030]],
  "smiles": "NN(N)N[O-]",
  "homo_energy_ha": -0.0696,
  "mol_weight_g_mol": 77.067,
  "total_energy_ev": -8084.033,
  "total_charge": -1,
  "largest_force_ev_per_a": 3.51
}


The evaluated Kohn-Sham gap for the records listed, in turn: 8.34 6.77 7.28 3.63 6.67 eV.